{"formula": "C4H14N2", "method": "the ωB97M-V functional and the def2-TZVPD basis", "elements": ["N", "C", "C", "H", "H", "H", "H", "H", "H", "H", "N", "C", "C", "H", "H", "H", "H", "H", "H", "H"], "coordinates": [[2.552, -2.448, 2.443], [3.332, -3.390, 1.640], [1.094, -2.774, 2.379], [3.000, -2.413, 3.368], [3.051, -4.376, 2.046], [4.428, -3.286, 1.694], [3.026, -3.345, 0.581], [0.751, -2.644, 1.339], [0.401, -2.235, 3.048], [1.061, -3.847, 2.630], [-2.299, 3.474, -2.680], [-3.200, 2.356, -2.395], [-1.388, 3.825, -1.573], [-1.907, 3.174, -3.582], [-3.946, 2.499, -3.195], [-3.718, 2.385, -1.422], [-2.737, 1.363, -2.519], [-0.483, 3.196, -1.605], [-1.941, 3.601, -0.646], [-1.079, 4.884, -1.551]], "forces_ev_per_angstrom": [[0.31, 1.32, -0.12], [-0.84, -0.55, 0.22], [1.34, -0.83, 0.19], [-1.05, -0.01, -0.40], [0.46, -0.41, -0.59], [-0.57, 0.35, 0.20], [0.13, 0.02, 0.38], [0.18, 0.00, 0.42], [0.82, 0.09, -0.17], [-0.77, 0.02, -0.13], [-0.24, -0.10, 0.34], [-0.62, 0.21, -0.75], [0.09, -0.78, -0.53], [0.62, 0.90, 0.82], [-0.20, -0.70, 0.48], [0.38, 0.31, -0.35], [-0.05, 0.13, 0.21], [-0.07, 0.21, 0.33], [0.36, 0.21, -0.28], [-0.28, -0.40, -0.27]], "nbo_charge": [-0.64, -0.41, -0.42, 0.36, 0.16, 0.20, 0.19, 0.19, 0.21, 0.16, -0.64, -0.42, -0.41, 0.36, 0.20, 0.19, 0.16, 0.17, 0.19, 0.20], "e_lumo_ev": 1.10, "max_force_ha_per_bohr": 0.031, "e_above_lowest_kcal_mol": 34.45, "smiles": "CNC.CNC", "homo_lumo_gap_ev": 9.65}

***

{"formula": "C2H15NO5", "method": "the ωB97M-V functional and the def2-TZVPD basis", "elements": ["C", "N", "C", "O", "H", "H", "H", "H", "H", "H", "H", "H", "H", "O", "H", "H", "O", "H", "H", "O", "H", "H", "O"], "coordinates": [[0.383, 1.419, -1.186], [-0.598, 1.776, -0.153], [-0.001, 1.611, 1.163], [-0.794, -1.376, 1.633], [0.820, 0.464, -1.016], [-0.135, 1.328, -2.160], [1.097, 2.223, -1.325], [0.332, 0.539, 1.307], [-0.718, 1.934, 1.911], [0.862, 2.278, 1.242], [-1.579, -1.069, 1.086], [-0.112, -1.474, -1.393], [-1.418, 1.152, -0.248], [-0.920, -1.227, -1.846], [-1.605, -0.989, -1.136], [-3.451, -0.623, 0.125], [-2.535, -0.315, 0.149], [3.254, -0.332, 1.159], [-0.887, -2.364, 1.602], [2.438, -0.024, 0.725], [2.052, -0.827, 0.063], [2.014, -2.453, -0.919], [1.498, -1.652, -0.781]], "forces_ev_per_angstrom": [[-1.84, 2.21, -2.05], [2.50, -3.22, 0.38], [-0.39, 1.44, 0.10], [-0.19, -1.75, 0.54], [0.61, -0.96, 0.60], [0.03, -0.09, 0.59], [0.52, -0.05, 0.52], [-0.26, 0.52, -0.23], [-0.24, -0.43, 0.20], [0.18, -0.41, -0.12], [-0.09, 0.35, -0.12], [1.05, -0.42, 0.55], [-1.52, 0.07, 0.09], [-2.11, 0.64, -0.06], [0.90, -0.34, -0.77], [0.34, 0.34, -0.08], [-0.23, 0.41, -0.16], [-0.71, 0.09, -0.35], [0.47, 1.48, -0.03], [0.79, 0.40, 0.62], [0.15, -0.31, 0.00], [-0.07, 0.21, 0.00], [0.10, -0.18, -0.19]], "nbo_charge": [-0.48, -0.18, -0.49, -1.02, 0.33, 0.23, 0.20, 0.37, 0.21, 0.21, 0.50, 0.50, 0.47, -1.07, 0.50, 0.44, -1.25, 0.44, 0.45, -1.10, 0.50, 0.44, -1.19], "total_charge": -1, "e_lumo_ev": [3.67, 0.24], "max_force_ha_per_bohr": 0.080, "e_above_lowest_kcal_mol": 33.45, "s_squared": 0.7544, "homo_lumo_gap_ev": [8.35, 4.84], "spin_multiplicity": 2}

***

{"formula": "C50H105F10N12O8PS4", "method": "the ωB97M-V functional and the def2-TZVPD basis", "elements": ["C", "C", "N", "C", "C", "N", "C", "C", "H", "H", "H", "H", "H", "H", "H", "H", "H", "H", "H", "C", "C", "N", "C", "C", "N", "C", "C", "H", "H", "H", "H", "H", "H", "H", "H", "H", "H", "H", "C", "C", "N", "C", "C", "N", "C", "C", "H", "H", "H", "H", "H", "H", "H", "H", "H", "H", "H", "C", "C", "C", "N", "C", "C", "C", "C", "C", "H", "H", "H", "H", "H", "H", "H", "H", "H", "H", "H", "H", "H", "H", "H", "H", "H", "H", "C", "C", "C", "N", "C", "C", "C", "C", "C", "H", "H", "H", "H", "H", "H", "H", "H", "H", "H", "H", "H", "H", "H", "H", "H", "H", "H", "C", "C", "C", "N", "C", "C", "C", "C", "C", "H", "H", "H", "H", "H", "H", "H", "H", "H", "H", "H", "H", "H", "H", "H", "H", "H", "H", "C", "C", "C", "N", "C", "C", "C", "C", "C", "H", "H", "H", "H", "H", "H", "H", "H", "H", "H", "H", "H", "H", "H", "H", "H", "H", "H", "N", "S", "O", "O", "F", "S", "O", "O", "F", "N", "S", "O", "O", "F", "S", "O", "O", "F", "P", "F", "F", "F", "F", "F", "F"], "coordinates": [[-3.776, -4.295, -1.168], [-3.491, -5.597, -0.447], [-2.103, -5.521, 0.043], [-1.043, -6.211, -0.507], [0.100, -5.866, 0.151], [-0.286, -4.918, 1.074], [-1.596, -4.726, 0.996], [0.622, -4.401, 2.107], [-2.961, -3.961, -1.820], [-4.030, -3.490, -0.481], [-4.567, -4.333, -1.924], [-3.508, -6.477, -1.087], [-4.160, -5.792, 0.388], [-1.221, -6.816, -1.381], [1.150, -6.027, -0.016], [-2.275, -4.076, 1.527], [1.647, -4.649, 1.854], [0.348, -4.800, 3.081], [0.447, -3.327, 2.103], [2.801, 5.222, -4.740], [3.107, 4.605, -3.386], [2.007, 3.734, -2.956], [1.628, 2.522, -3.511], [0.504, 2.123, -2.875], [0.233, 3.023, -1.874], [1.158, 3.988, -1.955], [-0.922, 2.972, -0.963], [2.935, 4.497, -5.549], [3.568, 5.977, -4.919], [1.813, 5.612, -4.980], [3.211, 5.377, -2.625], [4.028, 4.028, -3.448], [2.203, 2.048, -4.287], [-0.164, 1.302, -3.067], [1.118, 4.859, -1.320], [-0.656, 3.249, 0.053], [-1.345, 1.972, -0.986], [-1.723, 3.653, -1.251], [6.427, 1.373, 4.356], [5.655, 2.431, 5.096], [4.341, 2.682, 4.502], [3.357, 3.506, 4.985], [2.359, 3.564, 4.072], [2.696, 2.706, 3.039], [3.879, 2.177, 3.350], [1.853, 2.327, 1.926], [6.060, 0.349, 4.482], [7.460, 1.297, 4.687], [6.368, 1.422, 3.267], [6.268, 3.328, 4.988], [5.506, 2.247, 6.159], [3.412, 3.893, 5.990], [1.445, 4.127, 3.989], [4.376, 1.410, 2.774], [0.805, 2.561, 2.110], [1.890, 1.252, 1.762], [2.150, 2.941, 1.074], [3.249, 0.817, -1.210], [4.759, 1.127, -1.324], [5.447, 1.616, -0.050], [6.854, 2.158, -0.262], [7.699, 1.009, -0.724], [6.965, 3.262, -1.320], [8.031, 4.251, -0.821], [8.552, 3.660, 0.484], [7.476, 2.725, 1.002], [2.702, 1.728, -0.956], [3.088, 0.081, -0.421], [2.805, 0.373, -2.096], [4.939, 1.828, -2.143], [5.189, 0.192, -1.694], [5.589, 0.974, 0.818], [4.884, 2.505, 0.259], [8.765, 1.223, -0.668], [7.532, 0.837, -1.786], [7.443, 0.099, -0.186], [7.087, 2.868, -2.323], [6.026, 3.820, -1.309], [8.886, 4.302, -1.490], [7.585, 5.221, -0.618], [9.477, 3.093, 0.339], [8.869, 4.304, 1.305], [7.778, 1.965, 1.718], [6.742, 3.380, 1.482], [3.970, -3.473, -4.964], [2.518, -3.828, -4.609], [1.517, -3.268, -5.599], [0.104, -3.150, -5.032], [-0.388, -4.452, -4.464], [-0.863, -2.594, -6.090], [-1.816, -1.630, -5.342], [-1.368, -1.657, -3.874], [0.094, -1.985, -4.013], [4.123, -2.405, -5.095], [4.140, -3.982, -5.920], [4.704, -3.968, -4.334], [2.342, -3.564, -3.562], [2.366, -4.909, -4.647], [1.395, -3.961, -6.433], [1.816, -2.308, -6.021], [-0.081, -5.172, -5.222], [-1.466, -4.363, -4.400], [0.154, -4.688, -3.553], [-1.433, -3.456, -6.432], [-0.332, -2.111, -6.902], [-2.874, -1.884, -5.343], [-1.701, -0.676, -5.857], [-1.978, -2.390, -3.347], [-1.442, -0.756, -3.265], [0.576, -2.350, -3.109], [0.624, -1.153, -4.473], [1.007, -0.749, 4.650], [-0.468, -0.484, 4.275], [-0.916, 0.883, 4.739], [-2.342, 1.186, 4.356], [-3.333, 0.070, 4.634], [-2.708, 2.542, 4.992], [-3.816, 3.080, 4.106], [-3.595, 2.451, 2.704], [-2.459, 1.441, 2.887], [1.072, -0.732, 5.739], [1.723, 0.005, 4.314], [1.321, -1.698, 4.225], [-0.971, -1.368, 4.675], [-0.617, -0.661, 3.204], [-0.257, 1.674, 4.387], [-0.910, 0.880, 5.832], [-2.812, -0.806, 4.258], [-4.257, 0.269, 4.109], [-3.273, -0.029, 5.717], [-3.049, 2.304, 5.997], [-1.812, 3.156, 5.011], [-4.823, 2.941, 4.502], [-3.885, 4.164, 3.988], [-4.509, 1.957, 2.373], [-3.350, 3.247, 2.003], [-2.579, 0.490, 2.374], [-1.553, 1.892, 2.485], [-4.875, -0.384, 0.230], [-6.008, 0.635, 0.007], [-6.894, 0.239, -1.182], [-7.947, 1.282, -1.532], [-7.324, 2.418, -2.283], [-8.662, 1.782, -0.316], [-10.091, 2.148, -0.759], [-10.238, 1.545, -2.171], [-9.039, 0.625, -2.366], [-4.131, -0.485, -0.555], [-5.309, -1.381, 0.379], [-4.440, -0.319, 1.229], [-5.591, 1.642, 0.050], [-6.687, 0.568, 0.860], [-7.414, -0.708, -1.099], [-6.208, 0.236, -2.032], [-6.730, 3.080, -1.665], [-8.034, 2.914, -2.941], [-6.662, 1.943, -3.011], [-8.115, 2.560, 0.210], [-8.795, 0.947, 0.371], [-10.438, 3.179, -0.784], [-10.734, 1.651, -0.033], [-10.319, 2.343, -2.903], [-11.152, 0.960, -2.093], [-8.708, 0.423, -3.383], [-9.239, -0.360, -1.946], [5.254, -0.348, 1.771], [6.593, -1.387, 1.763], [6.535, -2.600, 0.992], [7.321, -1.259, 2.999], [7.524, -0.541, 0.756], [4.193, -1.406, 2.166], [4.073, -1.682, 3.570], [3.822, -2.418, 1.217], [2.908, -0.383, 2.001], [-4.634, -4.198, 1.568], [-5.110, -5.513, 2.214], [-6.291, -5.391, 3.026], [-4.064, -6.388, 2.660], [-5.622, -6.258, 0.869], [-4.369, -3.348, 2.952], [-3.551, -3.879, 4.006], [-5.451, -2.458, 3.284], [-3.305, -2.338, 2.239], [-0.500, -0.869, 0.086], [-1.525, -1.493, 1.133], [0.738, -1.409, 0.978], [-0.386, -2.265, -0.784], [0.624, -0.282, -0.978], [-1.726, -0.345, -0.789], [-0.328, 0.520, 0.914]], "forces_ev_per_angstrom": [[-0.49, 0.56, -1.24], [0.91, 0.24, -0.35], [1.56, -0.10, 0.32], [0.02, -0.14, -0.45], [-0.91, 0.67, -0.39], [0.33, -0.50, 0.50], [-1.18, -0.42, -0.41], [-0.89, 0.70, -0.01], [0.53, -0.15, 0.45], [0.18, -0.09, -0.01], [-0.44, -0.50, 0.50], [-0.09, 0.08, -0.16], [1.51, 0.06, -1.67], [0.19, -0.26, 0.19], [-0.09, -0.46, 0.01], [0.75, 0.04, 0.33], [-0.01, 0.09, -0.06], [0.07, -0.19, -0.08], [0.50, 0.03, 0.19], [0.75, -0.33, -1.14], [-0.69, 0.42, -0.36], [-0.55, -0.76, 1.04], [0.07, 0.55, -0.21], [-0.38, -0.36, 0.06], [0.21, 0.41, -0.38], [-0.37, 0.07, 0.09], [-0.43, 0.15, -0.11], [0.24, -0.19, 0.21], [-0.24, 0.18, -0.09], [-0.08, 0.32, 0.92], [0.05, -0.08, 0.06], [-0.05, -0.08, 0.15], [-0.10, 0.11, -0.12], [0.23, -0.20, 0.16], [0.34, 0.10, -0.13], [0.38, -0.24, -0.03], [0.30, -0.12, 0.14], [0.27, 0.16, -0.43], [-0.31, -1.89, -0.07], [0.81, 0.31, -0.21], [-1.24, -0.38, -1.05], [-0.07, 0.45, 0.64], [-0.26, -0.18, -0.37], [0.52, 0.00, 1.42], [0.58, -0.39, -0.33], [-0.36, 0.26, -0.49], [-0.30, 0.15, 0.50], [0.05, 0.42, -0.07], [0.35, 0.75, 0.14], [-0.47, 0.37, 0.23], [0.09, -0.23, -0.05], [0.09, 0.37, -0.19], [0.04, 0.03, 0.42], [-0.02, 0.13, 0.03], [0.12, 0.14, 0.44], [0.24, 0.29, -0.27], [0.05, -0.41, -0.27], [0.69, 0.32, 0.98], [0.04, -1.30, -0.63], [0.36, 2.18, -0.41], [0.58, -0.33, -1.26], [0.58, 1.61, -3.35], [-0.75, 0.97, 1.04], [0.62, -0.46, 0.43], [1.18, -1.20, 0.94], [-0.72, 1.07, -0.48], [-0.21, -0.07, 0.04], [-0.11, 0.14, 0.06], [0.31, 0.13, -0.23], [-0.03, 0.25, 0.15], [0.36, 0.01, 0.23], [-0.69, 0.18, -1.04], [-0.09, 0.06, 0.31], [-0.06, 0.29, 0.39], [-0.24, 0.33, -0.13], [-0.15, 3.08, -3.86], [0.30, -0.28, 0.22], [-0.25, -0.28, 0.01], [-0.25, 0.46, -0.26], [0.12, 0.12, -0.39], [-0.14, -0.09, -0.40], [-0.42, 0.62, -0.34], [0.08, -0.23, -0.37], [-0.41, -0.34, -0.03], [-0.58, -1.24, -1.17], [0.29, -0.40, 0.70], [-0.63, -0.46, -0.14], [0.90, 2.42, -0.10], [0.73, 0.57, -1.06], [-1.07, -1.22, 0.87], [0.02, 0.54, 0.01], [0.33, 0.44, -0.12], [-0.32, -1.84, 0.50], [0.16, 0.01, 0.22], [0.23, 0.49, -0.23], [-0.14, 0.42, 0.49], [-0.32, 0.34, -0.14], [0.42, -0.07, 0.16], [0.23, 0.06, -0.13], [-0.23, 0.15, 0.22], [-0.45, -0.30, 0.10], [0.02, -0.38, 0.41], [-0.35, 0.19, 0.24], [0.26, 0.05, -0.53], [0.23, -0.15, 0.07], [0.09, -0.26, -0.63], [-0.17, 0.25, 0.44], [0.45, -0.24, 0.21], [-0.32, 0.22, -0.38], [0.06, 0.33, 0.06], [0.16, -0.09, -0.01], [-0.39, 0.65, 0.10], [1.22, -0.98, -0.87], [-0.83, -1.66, 0.84], [0.27, 1.59, -1.01], [2.23, 0.19, 0.85], [-0.85, -1.00, -0.06], [-0.77, 0.80, -0.51], [-0.60, -0.28, 0.65], [0.18, 0.55, -0.87], [0.19, -0.43, 0.02], [-0.18, 0.09, -0.30], [0.12, -0.08, 0.26], [-0.49, 0.54, 0.63], [0.19, 0.58, -0.09], [-0.19, 0.09, -0.21], [0.12, 0.22, 0.05], [-0.63, -0.15, -0.33], [-0.26, -0.05, 0.49], [-1.11, -0.06, 0.05], [0.19, 0.28, 0.13], [0.03, -0.05, -0.03], [0.16, -0.89, 0.08], [0.88, 0.08, 0.29], [0.02, 0.07, -0.13], [0.13, -0.26, -0.20], [-0.10, 0.02, -0.02], [0.30, -0.16, 0.42], [-0.97, -1.06, 0.58], [-0.50, -1.08, 1.05], [1.29, 1.57, -0.57], [0.42, -0.24, 0.13], [0.37, -0.85, -1.30], [-1.00, 0.25, 0.47], [0.05, -0.22, -0.02], [-0.48, -0.36, 0.63], [-0.39, 0.20, 0.20], [0.09, 0.39, 0.05], [-0.20, -0.02, -0.50], [0.41, 0.70, -0.25], [-0.27, 0.18, -0.75], [0.36, 0.07, 0.35], [0.24, -0.10, 0.44], [-0.40, -0.49, -0.32], [-0.34, 0.04, 0.26], [-0.36, 0.33, 0.68], [0.19, 0.08, 0.14], [0.22, 0.01, -0.29], [0.41, -0.14, -0.09], [0.70, 0.21, 0.23], [-0.25, 0.02, -0.23], [-0.08, -0.23, -0.22], [-0.04, 0.02, -0.89], [0.16, 0.47, -0.05], [0.06, 0.13, 0.33], [2.91, -3.03, 0.06], [2.35, -0.77, 0.84], [-0.73, 1.21, 1.44], [-1.16, -0.36, -1.24], [0.24, -4.00, 6.16], [-6.20, -1.33, 1.06], [0.93, -0.07, -0.63], [0.90, 0.68, 0.55], [0.73, 0.20, -0.08], [0.78, 2.41, 2.26], [-2.83, -5.11, 1.73], [1.00, 0.20, -0.62], [-0.18, 0.61, -0.46], [-1.16, 0.25, 0.79], [0.30, 3.07, -0.11], [-0.73, -0.24, -0.91], [0.64, -0.63, -0.23], [-0.57, -0.15, 0.22], [3.12, -1.94, 0.03], [0.29, 0.43, -0.33], [-0.14, -0.25, 0.15], [-1.03, 0.36, 0.24], [-0.87, 0.59, -0.32], [0.05, 0.62, -0.40], [-1.13, 0.63, -0.18]], "lowdin_charge": [-0.06, -0.16, -0.01, -0.01, 0.00, -0.07, -0.01, 0.04, 0.05, 0.05, 0.09, 0.14, 0.02, 0.13, 0.13, 0.12, 0.10, 0.11, 0.07, -0.05, -0.15, -0.03, -0.01, -0.02, -0.05, -0.02, 0.03, 0.08, 0.10, 0.09, 0.13, 0.12, 0.15, 0.13, 0.17, 0.09, 0.07, 0.11, -0.08, -0.13, -0.01, 0.01, -0.01, -0.06, -0.02, 0.00, 0.08, 0.11, 0.03, 0.14, 0.14, 0.15, 0.13, 0.11, 0.07, 0.07, 0.09, -0.08, -0.18, -0.12, -0.23, 0.02, -0.09, -0.11, -0.15, -0.10, 0.05, 0.06, 0.06, 0.09, 0.12, 0.04, 0.13, 0.12, 0.11, -0.07, 0.13, 0.11, 0.13, 0.12, 0.12, 0.13, 0.13, 0.13, -0.07, -0.24, -0.13, -0.26, 0.05, -0.06, -0.12, -0.16, -0.10, 0.07, 0.09, 0.09, 0.11, 0.12, 0.14, 0.13, 0.12, 0.11, 0.11, 0.13, 0.14, 0.12, 0.12, 0.10, 0.10, 0.12, 0.14, -0.06, -0.22, -0.12, -0.25, 0.08, -0.06, -0.13, -0.13, -0.13, 0.09, 0.05, 0.07, 0.12, 0.09, 0.12, 0.15, 0.07, 0.12, 0.13, 0.14, 0.13, 0.12, 0.12, 0.10, 0.11, 0.11, 0.11, -0.08, -0.22, -0.10, -0.27, 0.03, -0.11, -0.12, -0.13, -0.08, 0.07, 0.08, 0.05, 0.10, 0.11, 0.14, 0.13, 0.11, 0.12, 0.10, 0.14, 0.14, 0.12, 0.12, 0.12, 0.13, 0.15, 0.14, -0.32, 0.64, -0.21, -0.22, -0.14, 0.47, -0.25, -0.25, -0.26, -0.30, 0.46, -0.23, -0.24, -0.19, 0.55, -0.25, -0.27, -0.27, 0.21, -0.14, -0.17, -0.16, -0.18, -0.14, -0.17], "total_charge": 4, "e_lumo_ev": -7.90, "max_force_ha_per_bohr": 0.143, "homo_lumo_gap_ev": 7.86}